60
Properties=species:S:1:pos:R:3:lowdin_charge:R:1 method="wB97M-V/def2-TZVPD" total_charge=-2 de_lowest_ev=0.000 orbital_gap_ev=5.995 total_energy_ev=-149424.5965 lumo_energy_ev=4.61
F -0.4423 1.5447 -0.7934 -0.0899
C -0.2484 1.1898 -2.1019 -0.4527
S -1.6746 0.1833 -2.7459 0.6679
C -3.0571 0.9328 -1.9002 -0.2809
C -3.6769 2.0058 -2.5285 -0.0745
C -4.5420 2.7981 -1.7770 -0.0913
C -4.7167 2.5325 -0.4145 -0.0979
C -4.0817 1.4446 0.1966 -0.0769
C -3.2438 0.6255 -0.5535 -0.0544
O -1.8965 0.3923 -4.1490 -0.3442
O -1.6182 -1.1731 -2.2265 -0.3579
S -0.1266 2.7444 -3.0485 0.6534
C 1.5719 3.2191 -2.7832 -0.2787
C 2.0573 3.2741 -1.4825 -0.0505
C 3.4338 3.4058 -1.2927 -0.0792
C 4.2828 3.5751 -2.3939 -0.1019
C 3.7564 3.6115 -3.6908 -0.1010
C 2.3863 3.4383 -3.8923 -0.0677
O -0.2210 2.4883 -4.4642 -0.3515
O -0.9474 3.7453 -2.3972 -0.3377
H -3.4496 2.2293 -3.5701 0.1132
H -5.0516 3.6256 -2.2731 0.0944
H -5.3481 3.1905 0.1839 0.0894
H -4.2062 1.2314 1.2594 0.0837
H -2.7020 -0.2086 -0.1078 0.1133
H 1.3661 3.1933 -0.6458 0.1206
H 3.8294 3.3663 -0.2783 0.0913
H 5.3589 3.6819 -2.2411 0.0909
H 4.3977 3.7658 -4.5594 0.0908
H 1.9549 3.4592 -4.8914 0.1047
O -2.9120 0.7732 3.4226 0.0952
C -1.9904 0.0918 3.2495 -0.1887
Co -0.6782 -1.0194 3.1226 0.0484
C -0.3108 -1.5051 4.7626 -0.1685
O -0.1428 -1.7498 5.8815 0.1031
C -1.8928 -2.2791 2.8425 -0.1562
O -2.7148 -3.0742 2.6919 0.1285
C 0.6769 -1.9726 1.5951 -0.2392
C 0.6462 -3.4225 1.5810 -0.2245
C 0.7953 -4.1821 2.7680 -0.0506
C 0.8781 -5.5722 2.7083 -0.1066
C 0.7864 -6.2229 1.4688 -0.1291
C 0.6081 -5.4844 0.2884 -0.1006
C 0.5615 -4.0936 0.3406 -0.0135
C 1.0255 -1.0688 0.5779 -0.2891
C 0.9047 -0.7532 -0.7240 -0.0364
Co 1.6874 -0.6313 2.1699 0.0967
C 2.9562 0.4240 1.6160 -0.1336
O 3.7811 1.1344 1.2159 0.0848
C 2.5220 -1.3462 3.5371 -0.1594
O 3.1028 -1.7788 4.4380 0.0927
C 0.5745 0.5462 3.2177 -0.2586
O 0.6924 1.6003 3.7235 0.0472
H 0.8296 -3.6745 3.7379 0.0924
H 0.9985 -6.1461 3.6330 0.0913
H 0.8263 -7.3101 1.4266 0.0790
H 0.4921 -5.9808 -0.6781 0.0926
H 0.4090 -3.4980 -0.5622 0.1113
H 1.6485 -0.1088 -1.2014 0.0498
H 0.0941 -1.2085 -1.2887 0.0167

=====

55
Properties=species:S:1:pos:R:3:lowdin_charge:R:1 method="wB97M-V/def2-TZVPD" total_charge=-1 spin_multiplicity=4 de_lowest_ev=0.921 orbital_gap_ev="5.525 / 6.577" total_energy_ev=-134733.9253 lumo_energy_ev="2.15 / 2.15"
Cr -0.0037 -1.0357 1.7462 0.4764
C 3.1917 -1.4410 2.3200 -0.1178
C 3.1968 -0.1108 1.9101 -0.1251
C 3.1539 0.1976 0.5574 -0.1082
C 3.1009 -0.8220 -0.3840 -0.0944
C 3.0897 -2.1471 0.0261 -0.0961
C 3.1402 -2.4586 1.3780 -0.1008
H 3.2411 -1.6783 3.3759 0.1041
H 3.2472 0.6792 2.6494 0.0963
H 3.1299 1.2313 0.2367 0.1014
H 3.0362 -0.5798 -1.4376 0.1036
H 3.0146 -2.9400 -0.7074 0.1051
H 3.1131 -3.4924 1.6990 0.1037
Cl 0.1091 0.9800 3.3055 0.7265
C 0.1906 -0.3953 4.4179 -0.6602
C 0.1292 -1.6101 3.7677 -0.2733
C 0.2411 -2.7153 4.5891 -0.6912
Cl 0.2297 -4.3047 3.8701 0.6603
C 0.3893 -2.6062 5.9751 -0.7000
Cl 0.5516 -4.0160 6.9637 0.6474
C 0.4162 -1.3462 6.5749 -0.7089
Cl 0.5610 -1.1904 8.2877 0.6534
C 0.3262 -0.2074 5.7831 -0.7089
Cl 0.3976 1.3776 6.4620 0.6648
N -0.1764 -2.3841 0.6833 -0.0728
C -0.5405 -3.2659 -0.2661 -0.3922
C -0.5339 -2.8980 -1.6309 -0.0565
C -0.9399 -3.7915 -2.6060 -0.1296
C -1.3426 -5.0862 -2.2850 -0.1509
C -1.3150 -5.4666 -0.9459 -0.1323
C -0.9177 -4.5898 0.0492 -0.0622
H -0.2199 -1.8922 -1.8830 0.0933
H -0.9367 -3.4716 -3.6431 0.0891
H -1.6823 -5.7704 -3.0518 0.0771
H -1.6154 -6.4715 -0.6672 0.0886
H -0.9035 -4.8952 1.0879 0.0723
C -3.3655 7.3412 -4.6497 -0.0852
C -3.0345 5.8965 -4.3643 -0.7369
O -3.8262 5.1069 -3.9408 0.0427
S -1.3069 5.4950 -4.7268 0.9784
C -0.9877 4.1927 -3.5710 -0.5584
C -1.5644 2.9340 -3.7110 -0.0946
C -1.3507 1.9630 -2.7472 -0.0244
C -0.5535 2.2183 -1.6248 -0.2552
C 0.0476 3.4782 -1.5187 -0.0376
C -0.1714 4.4563 -2.4740 -0.1107
C -0.3848 1.2293 -0.6008 -0.1454
C -0.2330 0.3856 0.2678 -0.1175
H -4.4421 7.4625 -4.7419 0.0800
H -2.8568 7.6904 -5.5493 0.0678
H -2.9997 7.9366 -3.8122 0.0844
H -2.1911 2.7236 -4.5673 0.1065
H -1.8090 0.9875 -2.8441 0.1168
H 0.6745 3.6846 -0.6609 0.1112
H 0.2857 5.4327 -2.3709 0.0960

=====

69
Properties=species:S:1:pos:R:3:lowdin_charge:R:1 method="wB97M-V/def2-TZVPD" total_charge=-2 de_lowest_ev=7.378 orbital_gap_ev=5.241 total_energy_ev=-214408.2240 lumo_energy_ev=3.98
Ca -0.0427 -0.7090 0.2971 0.9615
S 1.6731 -0.2818 2.3596 0.4355
C 1.6747 1.4706 2.5267 -0.7328
C 2.5696 2.2411 1.7689 -0.1396
C 2.6333 3.6176 1.8860 -0.1039
C 1.8009 4.2904 2.7716 -0.1143
C 0.8987 3.5578 3.5211 -0.1404
C 0.8279 2.1708 3.4084 -0.5738
S -0.3823 1.3297 4.4022 0.8939
C -1.6085 0.9074 3.1098 -0.3979
C -2.0244 -0.5327 3.1393 -0.3300
C -2.6398 -1.0519 4.2752 -0.0406
C -3.0290 -2.3765 4.2788 -0.0637
C -2.8098 -3.1474 3.1495 -0.0312
C -2.2033 -2.5654 2.0437 -0.3618
C -1.8774 -3.3502 0.8260 -0.3751
S -0.0030 -3.6126 0.7975 0.8900
C 0.4606 -4.0712 -0.7583 -0.5884
C 0.0949 -5.2917 -1.3793 -0.1629
C 0.1678 -5.6020 -2.6912 -0.0792
C 0.6968 -4.5676 -3.6507 -0.2927
C -0.2384 -3.3963 -3.6798 -0.0477
C -0.2907 -2.6022 -2.6114 -0.7151
S -1.2904 -1.2840 -2.1425 0.5438
N -1.8089 -1.2783 2.0521 0.0669
H 3.2198 1.7220 1.0755 0.0927
H 3.3294 4.1714 1.2660 0.0961
H 1.8156 5.3700 2.8418 0.0941
H 0.2048 4.0597 4.1834 0.0905
H -1.1683 1.1691 2.1530 0.0384
H -2.4881 1.5370 3.2526 0.0714
H -2.7872 -0.4146 5.1372 0.1084
H -3.4990 -2.8087 5.1543 0.1018
H -3.0968 -4.1895 3.1123 0.1067
H -2.1431 -2.8118 -0.0860 0.0283
H -2.3565 -4.3274 0.8356 0.0742
H -0.2611 -6.0396 -0.6764 0.0970
H -0.0855 -6.5932 -3.0440 0.0729
H 0.8151 -4.9877 -4.6504 0.1293
H -0.9136 -3.2325 -4.5079 0.1051
F -0.1633 2.5510 -2.8393 0.1452
C -0.1115 3.3820 -1.8047 -0.6745
F -0.5234 4.5889 -2.1987 0.1339
F 1.1538 3.4827 -1.3972 0.1329
S -1.1903 2.7537 -0.4468 0.5894
O -0.5049 1.5342 -0.0550 -0.4606
O -2.4938 2.6242 -1.0132 -0.2520
N -0.9953 3.7917 0.7040 -0.2655
S -1.8631 5.0981 0.9135 0.5726
O -2.6384 5.5275 -0.2110 -0.2801
O -1.0940 6.0592 1.6448 -0.2833
C -3.1106 4.5184 2.1418 -0.6745
F -3.9546 5.5192 2.4308 0.1197
F -3.8251 3.4968 1.6682 0.1295
F -2.5277 4.1284 3.2775 0.1205
Br 4.9281 -0.9215 -6.2746 0.6238
C 3.8384 -0.7630 -4.6974 -0.6898
C 3.6506 0.5000 -4.1598 -0.1783
C 2.8231 0.5715 -3.0390 -0.0929
C 2.2597 -0.5566 -2.4862 -0.0450
C 2.4893 -1.8507 -3.0076 -0.1741
C 3.2897 -1.9117 -4.1788 -0.0886
C 2.1197 -3.0803 -2.3815 -0.2056
O 2.0398 -4.2046 -3.1910 -0.0699
O 0.7956 -2.9380 -1.6633 -0.2538
H 4.1049 1.3768 -4.5963 0.0776
H 2.6078 1.5377 -2.5984 0.0903
H 1.5808 -0.4319 -1.6542 0.0489
H 3.4793 -2.8721 -4.6342 0.0968

=====

Repeat the second record exactly.
55
Properties=species:S:1:pos:R:3:lowdin_charge:R:1 method="wB97M-V/def2-TZVPD" total_charge=-1 spin_multiplicity=4 de_lowest_ev=0.921 orbital_gap_ev="5.525 / 6.577" total_energy_ev=-134733.9253 lumo_energy_ev="2.15 / 2.15"
Cr -0.0037 -1.0357 1.7462 0.4764
C 3.1917 -1.4410 2.3200 -0.1178
C 3.1968 -0.1108 1.9101 -0.1251
C 3.1539 0.1976 0.5574 -0.1082
C 3.1009 -0.8220 -0.3840 -0.0944
C 3.0897 -2.1471 0.0261 -0.0961
C 3.1402 -2.4586 1.3780 -0.1008
H 3.2411 -1.6783 3.3759 0.1041
H 3.2472 0.6792 2.6494 0.0963
H 3.1299 1.2313 0.2367 0.1014
H 3.0362 -0.5798 -1.4376 0.1036
H 3.0146 -2.9400 -0.7074 0.1051
H 3.1131 -3.4924 1.6990 0.1037
Cl 0.1091 0.9800 3.3055 0.7265
C 0.1906 -0.3953 4.4179 -0.6602
C 0.1292 -1.6101 3.7677 -0.2733
C 0.2411 -2.7153 4.5891 -0.6912
Cl 0.2297 -4.3047 3.8701 0.6603
C 0.3893 -2.6062 5.9751 -0.7000
Cl 0.5516 -4.0160 6.9637 0.6474
C 0.4162 -1.3462 6.5749 -0.7089
Cl 0.5610 -1.1904 8.2877 0.6534
C 0.3262 -0.2074 5.7831 -0.7089
Cl 0.3976 1.3776 6.4620 0.6648
N -0.1764 -2.3841 0.6833 -0.0728
C -0.5405 -3.2659 -0.2661 -0.3922
C -0.5339 -2.8980 -1.6309 -0.0565
C -0.9399 -3.7915 -2.6060 -0.1296
C -1.3426 -5.0862 -2.2850 -0.1509
C -1.3150 -5.4666 -0.9459 -0.1323
C -0.9177 -4.5898 0.0492 -0.0622
H -0.2199 -1.8922 -1.8830 0.0933
H -0.9367 -3.4716 -3.6431 0.0891
H -1.6823 -5.7704 -3.0518 0.0771
H -1.6154 -6.4715 -0.6672 0.0886
H -0.9035 -4.8952 1.0879 0.0723
C -3.3655 7.3412 -4.6497 -0.0852
C -3.0345 5.8965 -4.3643 -0.7369
O -3.8262 5.1069 -3.9408 0.0427
S -1.3069 5.4950 -4.7268 0.9784
C -0.9877 4.1927 -3.5710 -0.5584
C -1.5644 2.9340 -3.7110 -0.0946
C -1.3507 1.9630 -2.7472 -0.0244
C -0.5535 2.2183 -1.6248 -0.2552
C 0.0476 3.4782 -1.5187 -0.0376
C -0.1714 4.4563 -2.4740 -0.1107
C -0.3848 1.2293 -0.6008 -0.1454
C -0.2330 0.3856 0.2678 -0.1175
H -4.4421 7.4625 -4.7419 0.0800
H -2.8568 7.6904 -5.5493 0.0678
H -2.9997 7.9366 -3.8122 0.0844
H -2.1911 2.7236 -4.5673 0.1065
H -1.8090 0.9875 -2.8441 0.1168
H 0.6745 3.6846 -0.6609 0.1112
H 0.2857 5.4327 -2.3709 0.0960